Record 1
A 10-piece molecular cluster, C30H83ClN7O16S overall in a non-equilibrium geometry. Source: the OMol25 dataset; level of theory: the ωB97M-V functional and the def2-TZVPD basis.

Each line ends with the Löwdin charge.
Cartesian coordinates (Å):
Cl -0.3040 0.8416 0.0525  0.64
S 3.2709 1.8244 3.0853  0.17
O -2.2291 -0.5282 -3.8411  -0.20
O -1.0146 3.9319 -2.8305  -0.10
O 1.9279 1.2605 3.2354  -0.42
O 4.1372 1.3103 1.9740  -0.48
O 3.6821 1.4434 4.4635  -0.47
O -1.2508 1.2402 1.0721  -0.36
O -0.8407 -0.2548 -0.7233  -0.39
O -0.6139 -3.9824 -5.3498  -0.18
O 0.9183 0.4334 0.6052  -0.29
O -0.1178 1.9495 -0.8626  -0.39
O 0.9737 1.8228 5.8115  -0.19
O 4.9267 4.7997 0.6432  -0.16
O -6.0085 0.6399 -1.0040  -0.19
O 1.1709 -4.6435 -3.0271  -0.18
O 3.4395 3.2627 2.7320  -0.48
O 2.9409 -1.2004 4.2121  -0.20
N -1.2643 -2.9591 -2.7447  0.08
N 3.0030 3.0064 -0.1664  0.09
N 0.1822 -0.9275 -5.3013  0.07
N 1.5046 -1.9932 -2.3583  0.05
N 2.6626 -0.2272 6.8008  0.06
N -3.7332 -0.3132 1.7320  0.06
N 0.2601 -0.4963 4.7950  0.07
C -0.4065 1.6217 5.8621  -0.24
C 2.6000 -2.5650 -0.2889  -0.08
C 2.2711 4.5402 -2.0225  -0.08
C -1.4997 0.5793 -4.3570  -0.20
C -4.3906 -0.4152 0.4390  -0.46
C 3.1595 -1.7286 2.9226  -0.13
C -2.1477 0.0360 4.7921  -0.10
C -0.7622 0.6358 4.7530  -0.39
C 3.3935 4.0701 -1.1026  -0.44
C 4.0283 5.2339 -0.3442  -0.24
C -1.9908 4.7082 -2.1768  -0.34
C -5.3873 0.7298 0.2604  -0.22
C 0.6717 1.4721 -5.2584  -0.07
C -1.9873 -3.8825 -5.0292  -0.20
C 1.9326 -4.4642 -1.8494  -0.21
C 5.2599 5.8418 1.5045  -0.16
C -0.4024 -4.6222 -6.5837  -0.14
C -6.5479 1.8865 -1.3886  -0.12
C -5.0999 -1.7265 0.2992  -0.08
C 1.0613 -6.0105 -3.3136  -0.16
C -2.1333 -3.8822 -3.5062  -0.42
C 3.2083 -2.1081 5.2335  -0.23
C 2.4304 -3.0079 -1.7528  -0.39
C 3.6348 -1.2820 6.4700  -0.41
C -3.5893 -3.7806 -3.0636  -0.08
C 1.3643 2.7205 6.8228  -0.14
C -0.0179 0.3359 -4.5431  -0.42
C -3.5090 -0.0330 -3.4964  -0.11
C 4.0024 -2.1518 7.6884  -0.10
C -3.0951 3.8599 -1.5743  -0.10
H -4.4147 -2.5725 0.4131  0.07
H 4.9744 -2.6122 7.4746  0.06
H -1.4227 -3.2379 -1.7744  0.08
H -4.2015 -4.6465 -3.3510  0.07
H 0.6609 2.3856 -4.6573  0.07
H 3.1805 0.3458 7.4733  0.07
H 0.1873 1.6530 -6.2257  0.07
H -2.9341 0.7468 4.5133  0.06
H 4.5680 5.8893 -1.0483  0.11
H -1.8370 -4.8807 -3.1531  0.12
H 4.4409 6.0995 2.1839  0.09
H -0.9185 2.5824 5.7110  0.12
H 3.3449 -3.0266 7.7736  0.06
H -4.0609 -2.9770 -3.6401  0.06
H -4.0586 -0.8626 -3.0576  0.07
H -0.5621 -0.8575 -6.0069  0.06
H -2.9284 -0.9336 1.6655  0.08
H 0.9024 -1.7798 -1.5671  0.03
H -5.7742 2.5845 -1.7178  0.07
H -1.5796 5.3169 -1.3655  0.11
H -0.5983 1.1994 3.8314  0.13
H 3.1405 -3.3787 0.2250  0.07
H -7.0971 2.3501 -0.5608  0.08
H 2.3206 3.2122 6.6455  0.09
H -1.1400 -4.3710 -7.3538  0.08
H -4.0486 0.3267 -4.3840  0.09
H -2.3823 -0.3911 5.7747  0.06
H -2.2453 -0.7846 4.0807  0.05
H -1.8464 -2.0987 -2.7262  0.05
H -2.6499 3.2626 -0.7733  0.07
H -3.7316 -3.6211 -1.9978  0.07
H 4.5211 -0.6837 6.2415  0.13
H 3.2752 -1.7160 -0.1810  0.09
H -1.6097 1.4662 -3.7274  0.11
H 1.4806 5.0697 -1.4827  0.07
H -3.8489 4.5510 -1.1860  0.07
H -1.9647 0.8093 -5.3329  0.12
H -0.1103 -1.1349 5.5174  0.05
H 1.3619 2.1851 7.7798  0.07
H 0.3864 -6.2337 -4.1391  0.06
H 5.5098 6.7810 0.9796  0.06
H 1.1937 -4.6257 -1.0516  0.13
H 0.7374 -6.6836 -2.5071  0.08
H 4.2343 -1.8193 2.7231  0.09
H 6.1456 5.5665 2.0761  0.08
H -0.3232 -5.7172 -6.5666  0.07
H -4.8482 1.6704 0.4279  0.12
H 4.2054 3.6683 -1.7246  0.13
H 1.6858 -2.3805 0.2724  0.08
H 0.6953 3.5946 6.8344  0.07
H -3.2493 0.5820 1.7867  0.05
H 2.0222 -0.6003 7.5154  0.06
H 2.0350 -6.4219 -3.6190  0.08
H 2.5917 2.2784 -0.7641  0.06
H 3.9895 -1.5853 8.6180  0.05
H -0.6994 1.1480 6.8189  0.11
H -2.3655 -2.9462 -5.4635  0.12
H -6.1531 0.6907 1.0498  0.12
H 2.7922 -5.1217 -1.6813  0.12
H 2.0631 3.3200 0.1100  0.08
H 3.2326 5.8417 0.1119  0.12
H -3.6930 -0.2671 -0.3962  0.13
H 2.6929 -2.7214 2.8254  0.07
H 1.7227 1.2696 -5.4745  0.08
H -5.8893 -1.8218 1.0483  0.08
H 0.3949 0.2694 -3.5335  0.13
H -5.4955 -1.8736 -0.7080  0.07
H 2.5981 5.3187 -2.7263  0.06
H 0.5745 -4.2827 -6.9362  0.09
H -3.5625 3.1917 -2.2988  0.05
H -0.0497 -1.1089 4.0331  0.07
H 2.2632 -2.6148 5.4975  0.11
H -7.2866 1.7237 -2.1744  0.08
H 1.8846 3.6704 -2.5488  0.06
H -2.5769 -4.6798 -5.4985  0.11
H 0.9479 -0.7287 -5.9474  0.05
H 2.8062 -1.1051 2.1046  0.06
H -2.5216 5.3161 -2.9168  0.10
H 3.3761 -2.8959 -2.2941  0.13
H -0.7544 3.2467 -2.1898  0.03
H 2.1249 -1.1837 -2.2812  0.07
H 3.9712 -2.8495 4.9615  0.11
H -3.4770 0.7981 -2.7884  0.08

DFT total energy = -3637.6371 Ha
Kohn-Sham gap = 1.76 eV
charge = -3

Record 2
A 9-piece molecular cluster, C30H83N5O14 overall in a non-equilibrium geometry. Source: the OMol25 dataset; level of theory: the ωB97M-V functional and the def2-TZVPD basis.

Each line ends with the Löwdin charge.
Cartesian coordinates (Å):
O 4.0310 19.5455 -10.5017  -0.06
O 6.0249 26.8881 -7.3690  -0.19
O 1.9700 22.9175 -12.0364  -0.09
O 1.2528 17.1554 -10.6977  -0.06
O -1.1558 29.7817 -14.5852  -0.19
O -1.7278 17.1797 -17.0304  -0.21
O -7.6016 21.6898 -13.9081  -0.08
O -0.6323 27.1303 -21.4304  -0.18
O 7.0593 24.9093 -14.3966  -0.21
O -7.1639 18.1304 -20.5920  -0.20
O -0.1193 23.8176 -13.7604  -0.06
O -4.8063 22.2781 -16.0825  -0.06
O -2.4746 24.1003 -10.2481  -0.05
O -0.3625 22.5570 -8.5631  -0.06
N 2.3189 30.1757 -13.4305  0.01
N -3.6408 17.0966 -19.5304  -0.09
N 4.2837 26.5674 -10.4724  0.03
N -1.7144 26.3409 -18.0392  0.02
N 6.6590 26.2132 -16.8612  0.03
C -7.6894 17.1958 -21.5270  -0.11
C -6.8561 21.4152 -15.1073  -0.21
C 1.1962 30.2756 -14.3524  -0.40
C 5.1382 24.5326 -17.7467  -0.06
C 4.5622 27.1402 -9.1417  -0.44
C 6.1672 26.2998 -6.0826  -0.10
C 3.1259 18.5936 -9.9835  -0.25
C -5.7289 18.2149 -20.4966  -0.19
C -5.0985 17.1088 -19.6084  -0.21
C -1.2171 23.5898 -8.1154  -0.25
C 3.2900 27.7348 -8.5332  -0.04
C 1.8741 22.5860 -13.4350  -0.23
C 7.8754 24.1659 -13.5359  -0.13
C -2.3668 29.2920 -14.0059  -0.10
C 1.5637 29.3818 -15.5726  -0.06
C 5.3540 26.1053 -8.3094  -0.22
C -0.4568 16.6586 -16.5135  -0.08
C -3.0044 18.2607 -18.9771  -0.22
C -1.6055 24.5584 -9.2250  -0.26
C -5.5706 22.2506 -14.9277  -0.29
C -1.5811 27.0759 -20.3611  -0.20
C -1.6723 17.9261 -18.2744  -0.21
C -1.0591 27.9831 -22.4701  -0.12
C 0.4031 22.5129 -13.8322  -0.24
C -1.0585 24.7274 -19.6788  -0.07
C -0.9292 26.2019 -19.2766  -0.42
C -0.0942 29.6985 -13.6783  -0.22
C 5.7664 25.1464 -16.5163  -0.46
C 6.6241 24.1978 -15.6152  -0.15
C 2.0961 18.2173 -11.0689  -0.26
H 7.0865 25.9814 -17.7464  0.07
H -0.0813 21.9118 -13.0627  0.12
H -0.3083 24.5762 -20.4550  0.07
H 0.0680 22.9758 -9.3120  0.07
H 7.2472 23.6702 -12.7958  0.08
H 5.3353 27.8922 -9.2996  0.13
H -4.1210 22.9426 -15.9809  0.09
H -0.4118 23.9983 -12.8641  0.08
H 8.6002 24.8016 -13.0273  0.08
H 3.4796 20.2578 -10.8336  0.07
H 5.3344 25.9021 -5.5026  0.09
H -1.7370 27.3178 -17.7836  0.06
H 4.2804 23.9442 -17.4210  0.08
H 7.3735 26.2390 -16.1479  0.06
H -8.5476 21.5317 -13.9490  0.08
H 1.0504 31.3405 -14.5336  0.13
H 0.3742 17.3615 -16.4536  0.08
H 2.3707 23.4143 -13.9404  0.11
H 3.6684 28.2539 -7.6526  0.08
H 5.2212 26.2465 -10.6681  0.05
H -6.4771 20.3940 -15.1472  0.12
H -2.4780 26.5878 -20.7425  0.13
H -3.5776 18.6597 -18.1403  0.12
H 6.6438 27.1162 -5.5398  0.09
H -7.1776 16.2343 -21.4870  0.08
H 0.1038 28.6925 -13.3082  0.13
H 2.6236 26.9112 -8.2769  0.07
H 0.6970 17.4427 -9.9697  0.09
H 2.5702 17.9972 -12.0254  0.12
H -2.5848 29.7920 -13.0622  0.08
H -7.3205 21.7806 -16.0232  0.12
H -3.3348 16.2720 -19.0338  0.11
H 3.1695 30.2861 -13.9637  0.06
H -0.3467 30.4025 -12.8854  0.12
H -5.8340 23.2726 -14.6556  0.11
H 2.5381 29.5062 -16.0450  0.07
H -5.4620 19.1752 -20.0554  0.12
H 4.0374 27.3296 -11.0876  0.06
H 1.4277 19.0497 -11.2890  0.11
H -0.6957 24.9050 -9.7151  0.12
H 2.6114 19.0473 -9.1365  0.11
H 2.4651 21.7087 -13.6980  0.11
H -5.3665 16.0846 -19.8677  0.11
H -2.9237 19.0344 -19.7406  0.12
H -1.1990 25.8817 -17.3019  0.06
H 6.1249 23.2912 -15.2731  0.12
H -0.1839 28.1830 -23.0882  0.08
H -8.7626 17.0623 -21.3910  0.09
H -1.9667 25.4808 -8.7703  0.11
H -4.9536 21.9311 -14.0878  0.12
H -1.3837 28.9437 -22.0700  0.08
H -3.2099 29.4373 -14.6814  0.09
H 4.6347 25.3869 -7.9162  0.13
H -0.6494 16.2335 -15.5284  0.08
H -1.7690 27.5917 -23.1987  0.08
H 3.6350 17.7263 -9.5631  0.12
H 0.1075 26.4369 -19.0356  0.14
H -2.0192 24.3009 -19.9677  0.08
H -1.0528 18.8166 -18.1675  0.11
H -3.1768 23.6130 -9.8112  0.09
H -2.3565 28.2182 -13.8188  0.08
H 5.0291 25.6109 -15.8616  0.13
H 2.3126 23.8115 -11.9661  0.08
H -0.1254 15.8512 -17.1665  0.08
H 0.3716 22.1229 -14.8495  0.12
H -5.2794 18.1282 -21.4859  0.12
H -2.0712 23.1345 -7.6140  0.12
H 2.7705 28.3279 -9.2858  0.07
H 1.5874 28.3403 -15.2519  0.08
H -1.9136 28.0246 -19.9398  0.12
H 0.7811 29.4679 -16.3264  0.07
H -7.5219 17.6360 -22.5100  0.08
H -0.6512 24.2107 -18.8098  0.07
H -1.0845 17.3100 -18.9549  0.11
H 5.8378 23.9462 -18.3423  0.08
H 2.3734 30.8722 -12.7011  0.07
H 4.7982 25.2545 -18.4894  0.08
H -5.4390 17.2164 -18.5785  0.11
H 8.5010 23.4392 -14.0542  0.08
H 7.4576 23.9315 -16.2652  0.12
H -0.7298 24.1692 -7.3312  0.11
H 6.0640 25.5246 -8.8983  0.12
H 6.8339 25.4482 -6.2180  0.08

relative energy (zero: lowest compared OMol25 entry of this formula, charge and spin) = 357.8 kJ/mol
DFT total energy = -2519.6275 Ha
Kohn-Sham gap = 8.77 eV

Record 3
A 8-piece molecular cluster, C30H83N7O8 overall in a non-equilibrium geometry. Source: the OMol25 dataset; level of theory: the ωB97M-V functional and the def2-TZVPD basis.

Each line ends with the Löwdin charge.
Cartesian coordinates (Å):
O -2.0073 0.5935 -1.5134  -0.20
O 7.5162 -0.8832 1.8823  -0.18
O 5.2479 1.3858 -1.3947  -0.08
O -5.6333 -4.3248 0.9780  -0.19
O -4.7431 4.7485 -1.3967  -0.17
O 2.7159 -3.0976 0.0835  -0.26
O -0.2465 1.9715 5.6691  -0.17
O 0.9825 1.5402 -5.5301  -0.21
N 4.6242 -1.5059 4.1201  0.05
N -6.5932 -2.1842 -1.8388  0.02
N 0.7070 -4.0628 2.0519  0.06
N 1.3852 1.7748 2.3214  0.04
N 0.1488 -0.7311 -7.3384  0.05
N 0.6145 -1.0642 0.5265  0.05
N -5.2094 6.4303 1.8449  0.03
C -0.5967 3.2358 2.7262  -0.06
C 5.3981 -1.7611 2.8799  -0.44
C 4.0608 2.1549 -1.2175  -0.32
C 1.7562 2.6489 -5.1999  -0.12
C -4.5136 5.8379 0.6993  -0.42
C 2.9065 1.2191 -1.4911  -0.10
C 3.4310 -2.9786 -1.1319  -0.09
C -5.0439 -4.0855 2.2344  -0.12
C 4.5410 -1.2407 1.7379  -0.06
C -5.7770 -3.1022 -1.0463  -0.44
C -3.3957 4.8855 1.1625  -0.08
C -0.6611 0.3527 -6.7462  -0.43
C -1.2764 0.2593 -0.3300  -0.19
C -6.2960 -3.2014 0.3904  -0.18
C -0.8639 -2.1328 -1.0703  -0.05
C -4.3080 -2.7060 -1.1254  -0.07
C 0.8297 2.6797 6.2524  -0.12
C 0.5502 2.4536 3.3287  -0.43
C 0.0463 1.4536 4.3926  -0.20
C -0.0018 1.7064 -6.5439  -0.20
C 7.9728 -2.1332 1.3862  -0.10
C -0.2458 -0.8104 -0.6502  -0.42
C 2.7296 -4.4154 0.6016  -0.20
C -1.2297 -0.0859 -5.3901  -0.07
C 2.1248 -4.4916 2.0234  -0.43
C -5.3187 3.6709 -2.0973  -0.12
C -5.4417 5.0303 -0.2065  -0.23
C -2.0360 1.9784 -1.7978  -0.10
C 6.7031 -0.9799 3.0247  -0.23
C 2.2767 -5.9114 2.5305  -0.08
H -2.5376 2.0591 -2.7619  0.07
H 1.3758 -1.6691 0.2331  0.03
H 5.0311 -1.4728 0.7899  0.07
H 0.4747 2.1799 -7.4140  0.13
H -3.9547 -4.0330 2.3080  0.08
H -0.7468 1.1259 0.0784  0.10
H -5.8859 -4.0828 -1.5165  0.14
H 1.6083 -6.5884 1.9906  0.08
H -3.9928 6.6530 0.1937  0.14
H 3.7469 -2.0027 3.9935  0.06
H -0.1539 -2.9436 -1.2369  0.07
H 3.0545 0.7039 -2.4398  0.08
H 0.7156 -3.0747 1.8193  0.03
H -1.8013 -1.0127 -5.4473  0.08
H 1.2774 3.0727 3.8672  0.11
H 3.3056 -6.2631 2.4276  0.08
H 7.2455 -2.5236 0.6726  0.08
H -0.8467 0.9314 4.0490  0.13
H -6.5670 -1.2307 -1.4948  0.06
H 0.6239 -1.1281 -6.5251  0.07
H 0.4767 -0.3733 -1.3546  0.12
H -5.8356 5.7491 2.2708  0.07
H -0.4592 -0.2286 -4.6286  0.07
H -1.2681 3.6055 3.5030  0.08
H 2.1714 1.3287 2.7855  0.07
H -3.7313 -3.1993 -0.3334  0.07
H 0.8288 0.6846 4.4597  0.12
H -0.3882 4.0728 2.0575  0.07
H 5.9573 1.7215 -0.8396  0.08
H 0.9336 -0.2514 -7.7849  0.07
H 4.4723 -3.3048 -1.0671  0.09
H 2.0083 -6.0093 3.5827  0.08
H -1.8763 0.6650 -4.9297  0.07
H 5.1142 -1.9601 4.8904  0.07
H -1.5016 -2.0464 -1.9523  0.07
H -1.5607 0.5641 -7.3353  0.13
H 4.0699 2.9082 -2.0201  0.11
H -2.6627 5.3481 1.8311  0.07
H 6.4981 0.0544 3.3026  0.13
H -1.1889 2.5355 2.1267  0.07
H -4.6497 3.2331 -2.8410  0.07
H 1.7833 2.1437 6.2732  0.10
H -7.3418 -3.4963 0.3417  0.12
H -0.7406 2.4298 -6.1720  0.12
H 5.6955 -2.7915 2.6376  0.13
H 2.9870 0.4719 -0.6935  0.06
H 1.2379 3.5870 -4.9638  0.09
H 2.5019 2.8923 -5.9690  0.09
H -6.2256 3.9722 -2.6293  0.09
H 8.9029 -2.0077 0.8301  0.09
H 0.9739 -0.1284 0.7165  0.03
H 3.3764 -1.9219 -1.3930  0.08
H 0.9084 3.6734 5.8113  0.08
H -6.0778 -2.2653 0.9048  0.12
H 1.8122 2.4534 1.6997  0.07
H -3.7271 4.0329 1.7698  0.08
H 4.4522 -0.1489 1.7841  0.08
H -3.8549 -3.0271 -2.0633  0.08
H -5.9327 4.2232 0.3482  0.13
H -6.2915 5.6845 -0.4650  0.13
H 1.9227 1.6893 -1.4781  0.07
H 2.3136 2.3743 -4.3022  0.07
H 2.2078 -5.1022 -0.0802  0.13
H 8.2179 -2.7782 2.2332  0.09
H 0.2847 -4.5825 1.2851  0.07
H -2.8934 4.4386 0.3013  0.06
H 3.9896 2.6364 -0.2398  0.11
H 2.9240 -3.5633 -1.9086  0.09
H -5.5175 2.8022 -1.4597  0.09
H -1.0217 2.3635 -1.9529  0.09
H -4.5054 6.5742 2.5630  0.06
H -5.3994 -4.8381 2.9417  0.08
H 2.6985 -3.8345 2.6852  0.12
H -6.2532 -2.1360 -2.7907  0.07
H -1.5387 -2.4414 -0.2681  0.07
H 0.5807 2.8088 7.3080  0.09
H 3.7644 -4.7814 0.6760  0.12
H -2.0330 -0.0885 0.3796  0.13
H -5.3970 -3.1328 2.6473  0.08
H 3.5060 -1.5706 1.7455  0.06
H -2.5578 2.5580 -1.0326  0.07
H -4.1836 -1.6307 -0.9810  0.08
H 7.2405 -1.4618 3.8579  0.12

relative energy (zero: lowest compared OMol25 entry of this formula, charge and spin) = 197.4 kJ/mol
DFT total energy = -2177.8234 Ha
Kohn-Sham gap = 9.36 eV